ORCA calculation (ωB97M-V/def2-TZVPD) on 2 unconnected molecules or ions with the total composition C3H8O2.

Results
**Total charge**: 0
**SMILES**: C=CO.CO
**Highest occupied orbital energy**: -7.837 eV
**Energy above the lowest of the compared OMol25 structures with the same formula, charge and spin**: 3.9943 eV
**Molar mass**: 76.09 g/mol

```
13
Properties=species:S:1:pos:R:3:forces:R:3:lowdin_charge:R:1
C 0.150680 0.959714 -1.470245 -1.4 -0.1 -0.3 -0.117
O -0.210209 1.708911 -0.246626 1.0 -1.3 -0.9 -0.157
H -0.856692 0.684200 -1.993621 2.0 0.5 0.6 0.106
H 0.802202 1.606625 -2.119342 -0.7 -0.7 0.5 0.082
H 0.662134 -0.015200 -1.222282 -0.5 1.3 0.0 0.066
H -0.984225 2.212563 -0.454789 -0.6 0.5 -0.3 0.064
C -0.194514 -1.857100 0.665766 -0.2 1.6 -0.7 -0.040
C 0.590804 -0.860292 1.318505 0.4 -3.8 0.1 -0.305
O 0.125532 0.212903 1.936763 0.2 1.3 -0.7 -0.004
H -0.334549 -2.996696 0.795749 1.7 2.0 -0.6 0.060
H -0.900027 -1.430719 -0.149464 0.2 -0.6 2.2 0.045
H 1.702814 -0.849168 1.538541 -1.4 -1.3 0.3 0.125
H -0.553952 0.624259 1.401044 -0.8 0.4 -0.2 0.075
```
Forces are in eV/Å.